1.
An isolated molecule of C4H9OP in a non-equilibrium geometry. Source: OMol25; level of theory: wB97M-V/def2-TZVPD.

Charge = 0
Calculated total energy = -574.23341 hartree
Frontier orbital gap = 7.278 eV
E_HOMO = -6.8125 eV
ΔE to the lowest compared entry with this formula, charge and spin = 91.0 kcal/mol

Last column: Mulliken charge in e.
Cartesian coordinates (Å):
1 C 0.581 1.259 0.757  -0.6918
2 C -0.172 1.188 -0.595  -0.8915
3 C 0.707 -1.223 -0.243  -1.3046
4 C -0.113 0.020 0.243  1.1454
5 O -1.299 -0.353 0.856  -0.5583
6 P -2.956 -0.290 -0.301  -0.0987
7 H 0.158 1.909 1.669  0.2440
8 H -1.094 1.715 -0.665  0.3165
9 H 0.455 1.292 -1.476  0.2314
10 H 1.618 1.290 0.568  0.3001
11 H 1.352 -0.865 -1.044  0.3501
12 H 0.035 -1.935 -0.797  0.2936
13 H 1.384 -1.791 0.388  0.3473
14 H -1.379 -0.975 1.519  0.3573
15 H -2.658 -1.360 -1.303  -0.0407


2.
A cluster of 7 separate species, C21H33NO8 in total in a non-equilibrium geometry. Source: OMol25; level of theory: wB97M-V/def2-TZVPD.

Charge = 0
Calculated total energy = -1475.88616 hartree
Frontier orbital gap = 6.504 eV
E_HOMO = -8.3825 eV
ΔE to the lowest compared entry with this formula, charge and spin = 443.9 kcal/mol
Structure (SMILES) = O=C1C=CC(=O)c2cc(-c3ccccn3)ccc21.CO.CO.CO.CO.CO.CO

Last column: Mulliken charge in e.
Cartesian coordinates (Å):
1 O 3.260 1.349 0.801  -0.5247
2 C 2.668 0.154 1.005  0.2694
3 C 3.603 -1.163 1.424  -0.3793
4 C 3.196 -2.582 1.120  -0.1938
5 C 1.737 -2.917 0.377  0.1453
6 O 1.467 -4.066 -0.257  -0.4908
7 C 0.597 -1.703 0.527  0.3216
8 C -0.976 -2.200 0.359  -0.6240
9 C -2.129 -1.040 0.548  0.3835
10 C -3.709 -1.499 0.428  0.4855
11 C -4.842 -0.583 1.151  -0.1975
12 C -6.474 -0.885 1.190  -0.2886
13 C -6.830 -2.306 0.380  -0.3678
14 C -5.557 -3.065 -0.292  -0.1399
15 N -4.101 -2.746 -0.288  -0.3406
16 C -1.671 0.529 0.891  -0.5210
17 C -0.106 1.002 1.034  -0.4612
18 C 1.054 -0.143 0.850  0.4782
19 H 4.628 -0.985 1.975  0.3043
20 H 3.842 -3.527 1.400  0.3211
21 H -1.210 -3.334 0.125  0.2930
22 H -4.460 0.396 1.710  0.0778
23 H -7.272 -0.213 1.718  0.3043
24 H -7.954 -2.696 0.304  0.2594
25 H -5.845 -4.063 -0.886  0.2738
26 H -2.498 1.349 1.058  0.2536
27 H 0.139 2.142 1.278  0.3272
28 C -6.557 3.317 2.205  -0.5776
29 O -5.543 2.409 2.596  -0.4581
30 H -6.539 3.423 1.118  0.2413
31 H -7.531 2.932 2.516  0.2570
32 H -6.373 4.290 2.667  0.2647
33 H -5.583 2.335 3.565  0.2740
34 C 1.687 4.980 0.021  -0.4844
35 O 1.317 4.341 1.228  -0.5178
36 H 0.783 5.267 -0.521  0.3078
37 H 2.274 5.874 0.245  0.2794
38 H 2.273 4.291 -0.592  0.1398
39 H 2.139 4.098 1.687  0.2864
40 C 1.557 -4.485 3.841  -0.2997
41 O 2.441 -3.511 4.363  -0.4816
42 H 1.491 -4.360 2.757  -0.0385
43 H 1.939 -5.484 4.067  0.2785
44 H 0.566 -4.354 4.282  0.2723
45 H 2.479 -3.646 5.326  0.2819
46 C 4.630 5.320 -1.987  -0.4907
47 O 3.651 5.055 -2.975  -0.4993
48 H 4.541 6.362 -1.670  0.2346
49 H 4.470 4.665 -1.128  0.1656
50 H 5.626 5.154 -2.406  0.2766
51 H 3.755 4.124 -3.237  0.2951
52 C 4.675 4.234 -6.407  -0.5317
53 O 5.268 3.162 -5.697  -0.5155
54 H 5.010 5.178 -5.971  0.2018
55 H 4.981 4.191 -7.455  0.3020
56 H 3.587 4.165 -6.331  0.2499
57 H 4.953 2.339 -6.107  0.3012
58 C 0.146 -6.651 -1.335  -0.4220
59 O 0.337 -7.727 -2.235  -0.5469
60 H -0.266 -7.039 -0.400  0.2518
61 H 1.106 -6.168 -1.134  0.2175
62 H -0.553 -5.932 -1.768  0.2111
63 H 0.704 -7.352 -3.054  0.3045


3.
A structure of composition C29H38Br2FN2O2. Source: OMol25; level of theory: wB97M-V/def2-TZVPD.

Charge = +1
Calculated total energy = -6635.50975 hartree
Frontier orbital gap = 8.840 eV
E_HOMO = -11.1379 eV

Last column: Mulliken charge in e.
Cartesian coordinates (Å):
1 C 8.919 4.684 0.983  -1.2204
2 C 7.628 4.812 1.802  0.0873
3 Br 7.953 6.002 3.305  -0.0997
4 C 7.112 3.404 2.246  -0.7234
5 Br 7.612 2.924 4.052  -0.0615
6 C 5.619 3.294 2.013  0.9411
7 C 5.213 3.093 0.682  -0.7809
8 C 3.871 2.980 0.369  0.0256
9 F 3.504 2.762 -0.895  -0.3333
10 C 2.927 3.056 1.374  0.8009
11 C 3.342 3.279 2.682  0.2311
12 C 4.673 3.407 3.027  -0.5504
13 C 2.115 3.285 3.536  -0.1214
14 O 1.975 3.758 4.629  -0.5309
15 N 1.060 2.706 2.747  0.1680
16 C 0.569 1.373 3.123  -1.4656
17 C 1.228 0.274 2.330  0.4893
18 C 2.482 -0.206 2.699  -0.1211
19 C 3.115 -1.191 1.956  -0.8127
20 C 2.502 -1.704 0.820  -0.6314
21 C 1.253 -1.229 0.445  -0.4985
22 C 0.617 -0.253 1.198  -0.0571
23 C 1.444 2.907 1.373  -0.2715
24 O 0.670 3.024 0.468  -0.5572
25 H 8.696 4.634 -0.083  0.3183
26 H 9.590 5.514 1.180  0.3958
27 H 9.451 3.771 1.259  0.3337
28 H 6.836 5.291 1.235  0.4223
29 H 7.616 2.655 1.641  0.4733
30 H 5.934 3.008 -0.122  0.5521
31 H 4.956 3.563 4.059  0.5290
32 H 0.783 1.233 4.185  0.5371
33 H -0.518 1.346 3.027  0.3453
34 H 2.971 0.196 3.581  0.4378
35 H 4.082 -1.550 2.282  0.4250
36 H 3.008 -2.468 0.244  0.4214
37 H 0.782 -1.626 -0.447  0.2715
38 H -0.362 0.110 0.904  0.6189
39 C -7.081 -3.446 -2.182  -1.4052
40 C -6.420 -2.472 -1.211  -0.2554
41 C -5.775 -1.268 -1.896  -0.7872
42 C -4.649 -1.489 -2.893  -0.9056
43 N -3.340 -2.067 -2.401  0.3876
44 C -3.374 -3.566 -2.252  -0.5575
45 C -3.367 -4.112 -3.674  -0.7122
46 C -2.596 -3.066 -4.505  -0.6485
47 C -2.342 -1.907 -3.543  -0.6482
48 C -2.793 -1.346 -1.185  -0.6330
49 C -3.228 -1.849 0.203  -0.4700
50 C -4.049 -0.855 1.035  -1.5496
51 H -6.381 -3.829 -2.929  0.1990
52 H -7.487 -4.305 -1.650  0.3912
53 H -7.904 -2.967 -2.713  0.4107
54 H -5.705 -3.002 -0.579  0.1079
55 H -7.177 -2.089 -0.524  0.4631
56 H -5.460 -0.532 -1.155  0.2824
57 H -6.552 -0.761 -2.476  0.5760
58 H -4.385 -0.518 -3.309  0.3204
59 H -4.974 -2.117 -3.721  0.6344
60 H -2.470 -3.838 -1.709  0.5373
61 H -4.245 -3.873 -1.685  0.4037
62 H -4.384 -4.222 -4.047  0.1114
63 H -2.915 -5.100 -3.706  0.5310
64 H -3.170 -2.751 -5.374  0.3154
65 H -1.649 -3.453 -4.875  0.3542
66 H -2.463 -0.920 -3.980  0.5135
67 H -1.351 -1.982 -3.104  0.3764
68 H -3.004 -0.287 -1.329  0.5245
69 H -1.715 -1.474 -1.249  0.0587
70 H -2.310 -2.041 0.760  0.5969
71 H -3.741 -2.807 0.161  0.3791
72 H -3.746 0.175 0.842  0.4089
73 H -3.902 -1.048 2.097  0.3899
74 H -5.118 -0.937 0.849  0.3109


4.
A cluster of 3 separate species, C2H2O3 in total in a non-equilibrium geometry. Source: OMol25; level of theory: wB97M-V/def2-TZVPD.

Charge = 0
Calculated total energy = -303.10007 hartree
Frontier orbital gap = 11.768 eV
E_HOMO = -11.0982 eV
ΔE to the lowest compared entry with this formula, charge and spin = 19.0 kcal/mol

Last column: Mulliken charge in e.
Cartesian coordinates (Å):
1 C -1.595 -1.478 0.369  0.1415
2 C -2.825 0.886 0.347  0.1133
3 O -1.757 -2.152 -0.529  -0.1830
4 O -0.028 0.065 -0.324  -0.6128
5 O -2.869 1.174 -0.745  -0.1135
6 H 0.790 -0.383 -0.559  0.2991
7 H 0.081 0.416 0.564  0.3553


5.
An isolated molecule of C5H10O in a non-equilibrium geometry. Source: OMol25; level of theory: wB97M-V/def2-TZVPD.

Charge = 0
Calculated total energy = -271.68933 hartree
Frontier orbital gap = 10.770 eV
E_HOMO = -9.6936 eV
ΔE to the lowest compared entry with this formula, charge and spin = 39.7 kcal/mol
Structure (SMILES) = C=CCCCO

Last column: Mulliken charge in e.
Cartesian coordinates (Å):
1 C -1.637 1.295 -0.912  -0.6748
2 C -1.708 -0.036 -0.951  -0.1712
3 C -0.992 -0.987 0.076  -0.8448
4 C 0.524 -0.782 -0.177  -0.5949
5 C 1.066 0.374 0.621  -0.2774
6 O 2.371 0.174 1.187  -0.5403
7 H -2.272 1.914 -1.540  0.2914
8 H -1.171 1.773 -0.065  0.2566
9 H -2.183 -0.607 -1.738  0.3075
10 H -1.425 -1.978 -0.069  0.3126
11 H -1.279 -0.810 1.111  0.3702
12 H 1.066 -1.718 0.100  0.4242
13 H 0.735 -0.840 -1.250  0.3692
14 H 0.457 0.548 1.517  0.2681
15 H 1.115 1.271 0.007  0.2108
16 H 2.813 -0.508 0.680  0.2928


6.
A cluster of 3 separate species, C4H12O4 in total in a non-equilibrium geometry. Source: OMol25; level of theory: wB97M-V/def2-TZVPD.

Expectation value of S² = 0.755
Charge = -1
Calculated total energy = -460.46989 hartree
Frontier orbital gap (spin up / spin down) = 7.644 / 5.475 eV
E_HOMO (spin up / spin down) = -4.2761 / -4.2678 eV
Spin multiplicity = 2
ΔE to the lowest compared entry with this formula, charge and spin = 44.8 kcal/mol

Last column: Mulliken spin population.
Cartesian coordinates (Å):
1 C -3.129 -0.201 -0.707  -0.0027
2 O -4.282 -0.150 0.096  0.8776
3 C -1.842 0.008 0.250  0.0769
4 C -0.458 0.041 -0.450  0.0113
5 C 0.625 0.196 0.526  0.0041
6 O 1.812 -0.376 0.194  0.0052
7 H -3.040 -1.154 -1.152  -0.0056
8 H -3.225 0.703 -1.326  0.0334
9 H -1.795 -0.770 1.001  -0.0005
10 H -1.974 0.902 0.863  -0.0031
11 H -0.278 -0.810 -1.099  0.0007
12 H -0.415 0.912 -1.102  -0.0007
13 H 0.274 -0.051 1.514  0.0008
14 H 1.045 1.301 0.787  0.0026
15 H 1.747 2.340 -0.848  -0.0001
16 H 2.304 1.019 -0.356  0.0000
17 O 2.573 1.853 -1.017  0.0000
18 H 3.367 -2.631 0.853  0.0000
19 H 2.884 -1.306 0.884  -0.0001
20 O 3.808 -1.826 1.089  0.0000